[1]
Below is 3 unconnected molecules or ions with the total composition C30H46B2ClF15N5O7S at a distorted geometry, with properties calculated with ωB97M-V/def2-TZVPD.

## Properties
charge	+1
LUMO energy	-0.1223	Ha

Structure (XYZ):
```
107
C30H46B2ClF15N5O7S | the OMol25 dataset | ωB97M-V/def2-TZVPD
C -2.038 3.606 2.097
C -0.841 3.019 1.321
C -0.291 1.752 2.009
Cl 1.410 2.062 2.462
N -0.604 0.399 1.386
O -1.741 0.626 0.559
C 0.398 -0.086 0.337
B 1.208 1.049 -0.487
N 2.640 1.061 -0.424
O 0.666 2.053 -1.220
C -0.093 -1.158 -0.631
C -1.049 -0.896 -1.801
C -0.687 0.099 -2.920
C -1.740 1.227 -2.993
C -2.996 0.769 -3.725
C -4.268 1.457 -3.227
O -5.061 0.551 -2.454
C -6.184 0.095 -3.077
C -6.421 -1.383 -2.953
O -6.966 0.820 -3.664
B 1.272 -1.840 -1.218
N 1.602 -2.013 -2.630
O 2.155 -2.349 -0.293
C -0.718 -2.322 0.233
F -1.921 -2.771 -0.261
C -0.723 -2.152 1.759
C -1.557 -3.298 2.327
C -0.974 -0.727 2.356
C -2.388 -0.568 2.947
F -2.571 0.707 3.429
F -2.462 -1.295 4.075
C -3.705 -0.903 2.141
F -4.324 -1.938 2.728
F -3.550 -1.223 0.859
C -4.788 0.235 2.186
F -5.283 0.425 3.397
F -4.341 1.359 1.602
F -5.791 -0.220 1.415
S 0.209 -0.817 3.837
O 0.134 -2.112 4.447
O 1.546 -0.665 3.333
C -0.046 0.310 5.284
F -0.129 1.626 5.031
F 1.155 0.172 5.891
C -1.075 -0.017 6.403
F -1.273 -1.321 6.605
F -2.269 0.532 6.117
C -0.637 0.557 7.813
F -1.772 0.568 8.543
F 0.211 -0.274 8.423
F -0.181 1.804 7.755
H -2.972 3.192 1.736
H -1.925 3.508 3.172
H -2.079 4.668 1.891
H -0.086 3.788 1.319
H -1.165 2.906 0.297
H -0.755 1.783 2.982
H -2.467 1.037 1.068
H 1.193 -0.530 0.931
H 2.959 2.008 -0.266
H 2.950 0.480 0.342
H -0.283 1.979 -1.342
H -2.031 -0.631 -1.425
H -1.198 -1.847 -2.298
H -0.769 -0.384 -3.888
H 0.312 0.494 -2.913
H -1.983 1.471 -1.950
H -1.285 2.120 -3.412
H -3.094 -0.297 -3.549
H -2.852 0.967 -4.781
H -4.805 1.866 -4.075
H -4.036 2.296 -2.580
H -5.632 -1.961 -3.423
H -7.359 -1.608 -3.440
H -6.517 -1.683 -1.915
H 1.816 -1.120 -3.065
H 0.866 -2.461 -3.156
H 3.036 -2.043 -0.536
H -0.099 -3.204 0.079
H 0.306 -2.399 2.004
H -1.078 -4.209 1.985
H -1.577 -3.368 3.404
H -2.574 -3.353 1.966
C 4.780 0.604 -6.098
C 3.960 -0.681 -6.081
C 2.513 -0.475 -6.546
C 1.761 0.388 -5.638
N 1.172 1.070 -4.927
H 4.380 1.343 -5.401
H 5.809 0.401 -5.806
H 4.794 1.047 -7.095
H 3.970 -1.107 -5.076
H 4.429 -1.413 -6.740
H 2.007 -1.440 -6.607
H 2.495 -0.046 -7.549
C 8.095 0.267 1.495
C 6.585 0.156 1.670
C 5.900 -0.552 0.496
C 6.015 0.204 -0.752
N 6.124 0.796 -1.727
H 8.351 0.876 0.627
H 8.544 0.732 2.371
H 8.548 -0.717 1.367
H 6.159 1.152 1.804
H 6.372 -0.406 2.581
H 4.840 -0.691 0.726
H 6.325 -1.547 0.357
```

Here are the Mulliken charges for atoms 1 to 5, given in e: C -1.278; C -0.263; C 1.034; Cl -0.032; N 1.016

---

[2]
Below is 2 unconnected molecules or ions with the total composition C2H3Cl2N2O at a distorted geometry, with properties calculated with ωB97M-V/def2-TZVPD.

## Properties
charge	+1
LUMO energy (spin up / spin down)	-0.2197 / -0.2197	Ha

Structure (XYZ):
```
10
C2H3Cl2N2O | the OMol25 dataset | ωB97M-V/def2-TZVPD
C 0.409 -0.260 1.109
C 0.023 0.947 -0.956
N -0.206 -1.908 2.250
N -0.195 -0.155 -0.004
O 0.050 -1.823 3.339
Cl -1.667 1.602 -1.004
Cl 1.191 2.037 -0.298
H 1.227 0.193 1.598
H 0.201 0.524 -1.878
H -0.972 -0.729 -0.027
```

Here are the Mulliken charges for atoms 1 to 5, given in e: C -0.021; C 0.148; N 0.270; N -0.189; O -0.045

---

[3]
Below is 2 unconnected molecules or ions with the total composition C6H9I2N2 at a distorted geometry, with properties calculated with ωB97M-V/def2-TZVPD.

## Properties
charge	+1
LUMO energy	-0.1292	Ha

Structure (XYZ):
```
19
C6H9I2N2 | the OMol25 dataset | ωB97M-V/def2-TZVPD
C -0.665 -1.143 -1.433
C 0.636 -1.212 -1.120
C -0.275 0.103 0.388
C -2.608 0.169 -0.614
C 2.117 -0.440 2.141
C 2.161 -0.668 0.871
N -1.234 -0.300 -0.488
N 0.863 -0.504 0.047
I 2.201 2.743 -0.427
I 3.975 -1.185 -0.097
H -1.303 -1.546 -2.198
H 1.442 -1.691 -1.526
H -0.360 0.797 1.230
H -3.088 -0.667 -1.008
H -3.009 0.525 0.397
H -2.603 0.954 -1.436
H 1.341 -0.386 2.863
H 3.021 -0.563 2.735
H 3.026 1.463 0.025
```

Here are the Mulliken charges for atoms 1 to 5, given in e: C -0.496; C -0.420; C -0.062; C -0.779; C -0.451

---

[4]
Below is a molecular structure, C27H32Cl2N6O5SV at a distorted geometry, with properties calculated with ωB97M-V/def2-TZVPD.

## Properties
spin multiplicity	2
charge	-2
⟨S²⟩	0.779
LUMO energy (spin up / spin down)	0.1543 / 0.1543	Ha

Structure (XYZ):
```
74
C27H32Cl2N6O5SV | the OMol25 dataset | ωB97M-V/def2-TZVPD
V -0.123 0.312 -0.087
C 5.819 1.544 3.984
C 4.433 1.065 3.641
C 3.781 0.127 4.431
C 2.504 -0.313 4.105
C 1.875 0.189 2.979
C 2.508 1.136 2.179
C 3.779 1.563 2.515
S 0.263 -0.411 2.524
O -0.262 -1.048 3.710
O -0.494 0.768 2.030
N 0.379 -1.260 1.219
C 1.542 -2.026 0.834
C 2.316 -1.267 -0.270
O 3.362 -1.746 -0.689
O 1.783 -0.153 -0.642
H 6.224 0.999 4.837
H 5.815 2.607 4.231
H 6.496 1.408 3.139
H 4.277 -0.270 5.310
H 1.984 -1.041 4.713
H 2.022 1.539 1.298
H 4.271 2.295 1.885
H 1.233 -2.996 0.444
H 2.249 -2.208 1.652
C -6.058 -2.826 0.963
C -5.306 -3.538 2.088
N -3.870 -3.332 2.092
C -3.359 -2.166 2.812
C -3.460 -0.817 2.107
C -3.065 -3.967 1.148
C -3.602 -5.265 0.596
N -1.914 -3.592 0.757
H -7.122 -3.079 0.992
H -5.661 -3.110 -0.013
H -5.957 -1.745 1.039
H -5.515 -4.610 2.042
H -5.684 -3.195 3.055
H -2.317 -2.361 3.075
H -3.912 -2.123 3.755
H -3.004 -0.836 1.117
H -2.924 -0.062 2.681
H -4.493 -0.490 1.984
H -4.462 -5.092 -0.054
H -3.911 -5.948 1.392
H -2.810 -5.719 0.009
H -1.642 -2.679 1.103
N 2.900 3.078 -3.752
C 2.288 4.166 -3.107
O 2.541 5.306 -3.527
C 1.437 3.905 -1.977
C 0.824 5.001 -1.259
C 0.011 4.705 -0.187
C -0.225 3.394 0.199
N 0.358 2.337 -0.488
C 1.155 2.615 -1.509
H 3.191 3.327 -4.684
H 2.434 2.187 -3.695
H 1.023 6.014 -1.579
H -0.463 5.503 0.376
H -0.866 3.125 1.024
H 1.617 1.741 -1.953
Cl -4.358 0.839 -0.999
C -3.807 -0.686 -1.649
C -4.749 -1.536 -2.194
C -4.366 -2.756 -2.737
C -3.013 -3.088 -2.733
C -2.083 -2.226 -2.197
Cl -0.411 -2.695 -2.220
C -2.413 -0.972 -1.593
N -1.510 -0.162 -1.061
H -5.790 -1.236 -2.189
H -5.101 -3.431 -3.156
H -2.674 -4.032 -3.143
```

Here are the Mulliken charges for atoms 1 to 5, given in e: V 0.711; C -1.414; C 1.199; C -0.823; C -0.408

---

[5]
Below is a molecular structure, C43H35N4O5PdS3Sb, with properties calculated with ωB97M-V/def2-TZVPD.

## Properties
charge	-2
LUMO energy	0.1437	Ha

Structure (XYZ):
```
92
C43H35N4O5PdS3Sb | the OMol25 dataset | ωB97M-V/def2-TZVPD
Pd 0.680 -0.141 0.319
N -2.654 2.036 2.687
C -3.957 1.679 2.382
C -4.952 1.808 3.337
C -6.271 1.512 3.030
C -6.599 1.074 1.764
C -5.598 0.869 0.820
C -4.284 1.161 1.125
S -2.983 0.870 -0.053
N -1.592 0.977 0.864
C -1.558 1.544 2.004
C -0.257 1.689 2.682
C 0.072 2.862 3.364
C 1.324 2.959 3.945
C 2.200 1.887 3.822
C 1.781 0.762 3.132
N 0.580 0.650 2.574
H -2.505 2.432 3.604
H -4.687 2.169 4.321
H -7.036 1.633 3.785
H -7.630 0.891 1.500
H -5.834 0.504 -0.168
H -0.613 3.696 3.381
H 1.617 3.854 4.473
H 3.191 1.931 4.246
H 2.427 -0.102 3.021
C -2.589 -6.293 -1.788
C -1.988 -5.976 -0.582
C -1.326 -4.771 -0.428
C -1.265 -3.856 -1.469
C -1.858 -4.190 -2.675
C -2.510 -5.398 -2.842
Sb -0.273 -1.911 -1.322
C -0.480 -2.053 0.839
C 0.547 -2.378 1.728
C 0.279 -2.468 3.089
C -0.999 -2.253 3.571
C -2.032 -1.986 2.684
C -1.772 -1.887 1.333
C 1.697 -2.817 -1.507
C 2.746 -2.234 -0.810
C 4.050 -2.641 -1.027
C 4.317 -3.626 -1.960
C 3.276 -4.213 -2.663
C 1.972 -3.806 -2.443
H -3.110 -7.234 -1.909
H -2.040 -6.672 0.246
H -0.858 -4.538 0.522
H -1.806 -3.481 -3.491
H -2.964 -5.638 -3.795
H 1.540 -2.633 1.367
H 1.085 -2.684 3.778
H -1.191 -2.290 4.635
H -3.040 -1.837 3.048
H -2.583 -1.693 0.639
H 2.546 -1.406 -0.114
H 4.857 -2.165 -0.490
H 5.337 -3.928 -2.151
H 3.488 -4.974 -3.402
H 1.158 -4.245 -3.005
O 7.294 -0.349 -4.750
C 5.924 -0.446 -4.811
O 5.439 -0.973 -5.791
C 5.184 0.072 -3.670
C 3.810 -0.212 -3.562
C 3.085 0.180 -2.470
C 3.695 0.860 -1.398
S 2.879 1.207 0.060
C 5.045 1.232 -1.553
C 5.766 0.841 -2.647
H 7.548 0.028 -3.898
H 3.343 -0.773 -4.358
H 2.024 -0.056 -2.392
H 5.509 1.827 -0.780
H 6.802 1.162 -2.703
N -0.342 1.694 -1.621
C -0.747 2.941 -1.177
C -1.778 3.649 -1.801
C -2.252 4.822 -1.238
C -1.716 5.303 -0.062
C -0.672 4.636 0.542
C -0.181 3.468 -0.012
S -2.380 6.846 0.595
O -1.889 6.955 1.972
O -1.855 7.884 -0.297
O -3.836 6.699 0.509
H -0.390 1.524 -2.618
H 0.498 1.331 -1.132
H -2.211 3.263 -2.717
H -3.057 5.379 -1.692
H -0.254 5.046 1.450
H 0.641 2.931 0.454
```

Here are the Mulliken charges for atoms 1 to 5, given in e: Pd 0.524; N 0.272; C -0.115; C -0.777; C -0.648

---

[6]
Below is C8H14N2O4 in the gas phase at a distorted geometry, with properties calculated with ωB97M-V/def2-TZVPD.

## Properties
SMILES	O=C(O)[C@H](CO)NC(=O)[C@@H]1CCCN1
LUMO energy	0.0057	Ha

Structure (XYZ):
```
28
C8H14N2O4 | the OMol25 dataset | ωB97M-V/def2-TZVPD
O 2.353 1.985 0.562
C 2.104 0.797 0.557
O 3.008 -0.171 0.889
C 0.885 0.153 -0.106
C 1.354 -0.962 -1.199
O 1.841 -2.109 -0.523
N 0.145 1.274 -0.527
C -1.130 1.473 -0.538
O -1.714 2.646 -0.504
C -2.137 0.208 -0.427
C -2.405 -0.005 1.154
C -1.528 -1.209 1.549
C -1.478 -1.959 0.155
N -1.585 -1.059 -0.943
H 2.491 -0.979 0.654
H 0.139 -0.458 0.637
H 2.043 -0.369 -1.779
H 0.512 -1.113 -1.865
H 2.256 -2.579 -1.245
H 0.688 2.046 -0.834
H -3.099 0.684 -0.853
H -2.299 0.943 1.688
H -3.516 -0.176 1.208
H -2.061 -1.780 2.392
H -0.515 -0.917 1.946
H -0.535 -2.501 -0.032
H -2.367 -2.710 0.024
H -1.544 -1.384 -1.929
```

Here are the Mulliken charges for atoms 1 to 5, given in e: O -0.565; C 0.718; O -0.540; C 0.716; C -0.879

---

Energy relative to the best compared isomer or geometry (same formula, charge and spin) (computed, eV): 0.000; 0.341; 1.156; 0.000; 0.582; 3.396